1.
DFT (wB97M-V/def2-TZVPD) results for 9 unconnected molecules or ions with the total composition C32H58O17S2 in a non-equilibrium geometry.

Values from the calculation:
Calculated total energy: -3329.43903 Eh
E_HOMO: -0.3366 Ha
SMILES: C[C@H]1COC(=O)O1.C[C@H]1COC(=O)O1.C[C@H]1COC(=O)O1.O=S1(=O)CCCC1.O=S1(=O)CCCC1.CC(C)=O.CC(C)=O.CC(C)=O.CC(C)=O
Energy relative to the best compared isomer or geometry (same formula, charge and spin): 89.6 kcal per mole
Net charge: 0
LUMO energy: 0.0066 Ha

CARTESIAN COORDINATES (ANGSTROEM)
C  -0.540  4.290  6.947
C  -0.476  4.182  8.489
C  0.556  4.849  9.293
O  -0.188  5.372  10.337
C  -1.511  5.324  10.072
O  -2.372  5.857  10.693
O  -1.723  4.657  8.957
H  -1.500  3.919  6.588
H  0.308  3.852  6.421
H  -0.441  5.331  6.637
H  -0.450  3.124  8.749
H  1.190  5.588  8.804
H  1.217  4.024  9.561
C  2.786  -5.031  9.802
C  1.436  -4.905  9.075
C  0.610  -3.619  9.253
O  0.088  -3.349  8.014
C  0.548  -4.272  7.133
O  0.298  -4.238  5.908
O  1.532  -5.022  7.689
H  2.589  -5.154  10.867
H  3.256  -4.052  9.702
H  3.350  -5.905  9.476
H  0.806  -5.750  9.351
H  1.118  -2.747  9.663
H  -0.145  -4.014  9.933
C  -1.436  0.243  1.879
C  -1.062  -0.492  0.591
C  -1.929  -0.232  -0.671
O  -0.982  0.136  -1.696
C  0.243  0.275  -1.177
O  1.167  0.783  -1.808
O  0.221  0.027  0.091
H  -0.672  0.030  2.627
H  -2.391  -0.064  2.304
H  -1.349  1.322  1.758
H  -1.012  -1.559  0.809
H  -2.640  0.577  -0.506
H  -2.473  -1.080  -1.087
O  9.942  5.656  -2.261
S  8.878  5.964  -3.260
O  8.827  7.246  -4.001
C  8.474  4.546  -4.349
C  7.251  3.865  -3.783
C  6.347  4.931  -3.164
C  7.282  5.939  -2.346
H  9.384  4.020  -4.636
H  8.221  5.020  -5.297
H  6.670  3.237  -4.459
H  7.612  3.136  -3.057
H  5.626  4.399  -2.544
H  5.739  5.419  -3.926
H  7.523  5.579  -1.346
H  6.931  6.954  -2.159
O  -3.480  0.158  -7.582
S  -4.650  -0.671  -7.441
O  -4.474  -2.121  -7.295
C  -5.716  -0.065  -5.932
C  -6.851  0.732  -6.572
C  -7.301  0.091  -7.927
C  -5.990  -0.285  -8.656
H  -5.087  0.564  -5.302
H  -5.945  -0.949  -5.337
H  -7.697  0.774  -5.887
H  -6.435  1.734  -6.675
H  -7.898  0.818  -8.476
H  -7.909  -0.800  -7.771
H  -5.694  0.587  -9.237
H  -6.066  -1.077  -9.401
C  -1.934  -7.619  -1.153
C  -3.074  -6.648  -1.101
C  -4.272  -6.800  -1.959
O  -3.021  -5.666  -0.396
H  -1.733  -7.645  -2.224
H  -2.182  -8.566  -0.673
H  -1.171  -7.215  -0.488
H  -4.170  -7.604  -2.689
H  -4.611  -5.870  -2.416
H  -5.011  -7.050  -1.198
C  5.410  -1.924  -0.176
C  5.419  -3.313  0.437
C  4.190  -3.629  1.220
O  6.373  -4.019  0.271
H  6.417  -1.534  -0.321
H  4.716  -1.261  0.340
H  5.047  -2.043  -1.197
H  4.132  -2.961  2.080
H  4.038  -4.628  1.627
H  3.369  -3.331  0.567
C  1.150  -4.114  -5.904
C  2.446  -3.417  -5.455
C  2.875  -2.069  -6.118
O  3.106  -3.855  -4.515
H  0.375  -3.986  -5.148
H  1.314  -5.172  -6.105
H  0.631  -3.756  -6.793
H  1.997  -1.476  -6.374
H  3.367  -2.351  -7.048
H  3.571  -1.519  -5.484
C  -5.525  6.039  0.760
C  -6.125  4.821  0.054
C  -6.552  4.965  -1.364
O  -5.951  3.717  0.563
H  -5.057  5.734  1.695
H  -6.313  6.722  1.076
H  -4.779  6.638  0.238
H  -7.523  5.448  -1.479
H  -6.764  3.933  -1.647
H  -5.717  5.346  -1.952

***

2.
DFT (wB97M-V/def2-TZVPD) results for 3 unconnected molecules or ions with the total composition C6H12O in a non-equilibrium geometry.

Values from the calculation:
Calculated total energy: -310.79511 Eh
E_HOMO (alpha / beta): -0.2454 / -0.2309 Ha
Energy relative to the best compared isomer or geometry (same formula, charge and spin): 165.8 kcal per mole
Net charge: 0
LUMO energy (alpha / beta): 0.0339 / 0.0344 Ha

CARTESIAN COORDINATES (ANGSTROEM)
C  1.202  0.250  -1.245
C  0.676  -0.209  -2.571
C  0.736  0.649  1.790
C  -2.399  -0.253  1.773
C  -0.139  0.294  0.687
C  -0.983  -0.145  -0.079
O  2.280  -0.480  -0.747
H  2.076  -1.421  -0.817
H  1.450  1.306  -1.186
H  -1.617  -0.369  -0.903
H  1.459  -0.196  -3.343
H  -0.134  0.441  -2.908
H  0.291  -1.234  -2.521
H  0.621  1.703  2.052
H  1.771  0.464  1.495
H  0.501  0.045  2.667
H  -3.300  -0.349  1.176
H  -2.363  0.656  2.363
H  -2.129  -1.153  2.317

***

3.
DFT (wB97M-V/def2-TZVPD) results for 2 unconnected molecules or ions with the total composition C3H8OS2.

Values from the calculation:
Calculated total energy: -990.67334 Eh
E_HOMO: -0.3154 Ha
SMILES: C=CO.CSS
Energy relative to the best compared isomer or geometry (same formula, charge and spin): 23.4 kcal per mole
Net charge: 0
LUMO energy: 0.0244 Ha

CARTESIAN COORDINATES (ANGSTROEM)
C  1.839  -0.993  -1.282
C  2.006  0.216  -0.777
O  2.123  0.442  0.560
H  1.827  -1.172  -2.342
H  1.619  -1.811  -0.619
H  2.021  1.098  -1.415
H  2.306  1.375  0.719
C  -1.674  0.990  0.305
S  -2.122  -0.722  0.013
S  -1.924  -1.607  1.880
H  -0.796  1.140  0.919
H  -2.505  1.547  0.733
H  -1.497  1.428  -0.683
H  -3.221  -1.929  1.989

***

4.
DFT (wB97M-V/def2-TZVPD) results for a molecular structure, C31H30N10O2OsS2Si in a non-equilibrium geometry.

Values from the calculation:
Calculated total energy: -3073.48752 Eh
E_HOMO (alpha / beta): -0.4685 / -0.4802 Ha
2S+1: 5
Expectation value of S²: 6.05
Energy relative to the best compared isomer or geometry (same formula, charge and spin): 0.0 kcal per mole
Net charge: +2
LUMO energy (alpha / beta): -0.1951 / -0.3141 Ha

CARTESIAN COORDINATES (ANGSTROEM)
Os  -1.073  0.050  -0.729
S  -4.075  4.068  4.893
N  -3.277  4.544  3.577
C  -3.006  3.452  2.874
C  -2.293  3.419  1.611
C  -1.816  4.549  0.946
C  -1.168  4.389  -0.260
C  -0.992  3.111  -0.776
N  -1.439  2.024  -0.146
C  -2.092  2.169  1.030
C  -2.602  0.953  1.640
N  -2.370  -0.197  0.967
C  -2.832  -1.340  1.466
C  -3.547  -1.395  2.658
C  -3.781  -0.232  3.356
C  -3.303  0.975  2.838
C  -3.494  2.268  3.470
N  -4.129  2.483  4.615
H  -1.968  5.526  1.385
H  -0.793  5.238  -0.812
H  -0.479  2.941  -1.712
H  -2.608  -2.238  0.907
H  -3.889  -2.351  3.024
H  -4.323  -0.231  4.292
N  5.971  -2.314  4.076
C  4.728  -2.078  3.668
C  4.058  -3.020  2.835
C  2.776  -2.782  2.436
C  2.129  -1.600  2.837
C  2.779  -0.654  3.648
C  4.061  -0.883  4.062
S  0.421  -1.331  2.432
O  -0.285  -2.460  2.970
O  0.107  -0.002  2.890
N  0.302  -1.278  0.846
C  0.170  -2.329  0.014
N  0.711  -3.535  0.159
C  0.507  -4.394  -0.829
C  -0.208  -4.084  -1.986
C  -0.759  -2.825  -2.055
N  -0.598  -1.964  -1.046
H  6.451  -3.168  3.830
H  6.452  -1.671  4.689
H  4.569  -3.928  2.542
H  2.245  -3.494  1.817
H  2.251  0.241  3.942
H  4.574  -0.170  4.695
H  0.943  -5.378  -0.703
H  -0.339  -4.799  -2.781
H  -1.356  -2.489  -2.893
C  3.013  0.627  0.373
C  2.585  0.610  -1.062
C  3.508  0.669  -2.107
C  3.058  0.685  -3.416
C  1.697  0.633  -3.685
C  0.838  0.558  -2.593
N  1.284  0.558  -1.323
N  -0.539  0.469  -2.605
Si  -1.616  0.660  -4.029
C  -1.437  2.419  -4.621
C  -3.324  0.304  -3.364
C  -1.104  -0.567  -5.342
H  3.721  1.438  0.544
H  3.516  -0.308  0.630
H  2.151  0.756  1.026
H  4.565  0.717  -1.884
H  3.766  0.739  -4.231
H  1.320  0.641  -4.695
H  -0.431  2.805  -4.453
H  -2.145  3.082  -4.121
H  -1.631  2.483  -5.692
H  -4.039  1.043  -3.726
H  -3.367  0.340  -2.268
H  -3.686  -0.676  -3.673
H  -0.517  -1.395  -4.942
H  -0.510  -0.093  -6.124
H  -1.988  -0.988  -5.823

***

5.
DFT (wB97M-V/def2-TZVPD) results for 2 unconnected molecules or ions with the total composition CH2F3N in a non-equilibrium geometry.

Values from the calculation:
Calculated total energy: -393.56838 Eh
E_HOMO: -0.3714 Ha
Energy relative to the best compared isomer or geometry (same formula, charge and spin): 68.1 kcal per mole
Net charge: 0
LUMO energy: -0.0177 Ha

CARTESIAN COORDINATES (ANGSTROEM)
C  -0.477  -0.009  -0.142
N  0.531  0.750  0.156
F  -0.902  -0.091  -1.415
F  0.509  -2.073  -0.149
F  -1.398  -0.208  0.757
H  1.413  0.466  -0.236
H  0.325  1.165  1.028

***

6.
DFT (wB97M-V/def2-TZVPD) results for a molecular structure, C4H2MgO2Tl in a non-equilibrium geometry.

Values from the calculation:
Calculated total energy: -676.51702 Eh
E_HOMO (alpha / beta): -0.2636 / -0.2666 Ha
2S+1: 2
Expectation value of S²: 0.75
Net charge: 0
LUMO energy (alpha / beta): -0.0177 / -0.0574 Ha

CARTESIAN COORDINATES (ANGSTROEM)
O  0.733  -0.896  -1.252
C  1.294  -0.073  -0.244
C  0.412  0.221  0.743
C  -1.032  -0.027  0.671
C  -2.168  0.426  1.005
O  -3.224  1.012  1.082
Mg  3.162  0.997  -0.376
H  1.364  -1.055  -1.956
H  0.784  0.854  1.558
Tl  -1.325  -1.461  -1.231